No. 1
Here is a single C17H29N3O3 molecule from the OMol25 dataset. Energies are from ωB97M-V/def2-TZVPD.

Values from the calculation:
SMILES	CCCCCCN/C(CC)=C1/C(=O)NC(=O)N(CCCC)C1=O
HOMO energy	-8.967	eV
E	-28698.56632	eV
net charge	0
orbital gap	8.41	eV

XYZ file:
```
52
Properties=species:S:1:pos:R:3:forces:R:3
C 6.161378 1.192998 -1.324426 -9.7 1.6 -4.5
C 5.876288 1.719447 -0.038192 -1.9 1.0 3.6
C 4.369136 2.023198 0.107269 -0.2 -7.3 -0.2
C 3.556852 0.777991 0.869581 -1.9 0.4 -0.6
C 3.567901 -0.711765 0.020791 -4.2 1.6 11.2
C 2.689476 -1.711768 0.953664 -0.2 12.0 7.6
N 1.248408 -1.455793 1.031367 -0.6 3.7 -2.0
C 0.320470 -1.947228 0.160407 0.4 -1.5 2.8
C -0.985435 -1.333767 0.135516 2.6 -0.6 1.4
C -1.081883 -0.080213 0.774941 -2.2 8.3 1.2
O -0.284635 0.824572 1.344914 -1.0 -5.6 -2.3
N -2.477960 0.641207 0.604448 6.7 -6.8 -0.5
C -3.468689 -0.252331 0.073382 -5.1 17.8 6.4
O -4.566379 0.524819 0.206808 1.8 -5.3 -1.9
N -3.270276 -1.338314 -0.442263 0.5 -6.9 -1.8
C -2.135402 -2.061846 -0.248144 2.3 -5.8 -5.7
O -2.050582 -3.281523 -0.864973 -1.5 5.7 3.5
H -4.099442 -1.846088 -0.637196 -0.8 -0.7 -0.7
C -2.425497 2.004862 1.163759 -7.2 -6.0 4.9
C -1.993293 2.994797 0.390056 3.6 2.1 -9.1
C -2.699268 2.930467 -1.180516 2.3 0.5 5.6
C -2.261469 4.155381 -1.826257 4.2 -0.5 -4.5
H -2.346515 5.141939 -1.469295 -0.5 0.8 1.1
H -2.697494 4.081697 -2.777694 -1.2 0.8 -1.6
H -1.072237 4.138872 -2.378973 -2.9 -0.3 2.4
H -2.389678 1.998995 -1.592527 0.5 -0.4 -0.7
H -3.720227 2.849678 -0.951870 -1.7 0.2 -0.1
H -0.855807 2.937662 0.116622 -1.8 0.1 0.8
H -2.174397 3.890054 0.849832 -0.5 2.6 0.8
H -3.565304 2.014531 1.446178 1.6 1.0 -0.7
H -1.995985 2.060248 2.135285 0.7 -0.9 0.8
C 0.565511 -3.347355 -0.431122 2.3 1.7 5.7
H -0.278417 -3.880625 -0.221486 -2.3 -1.4 -0.1
H 1.363880 -3.952782 0.233198 -1.2 1.8 -1.4
C 0.956525 -3.268000 -1.776444 0.2 10.2 -3.2
H 1.897285 -2.352888 -1.870638 -2.2 -3.2 0.1
H 0.184855 -2.786478 -2.518469 1.2 -1.5 1.5
H 1.223294 -4.164555 -1.913018 2.6 -6.6 -3.0
H 1.049000 -0.360009 1.253634 -0.1 -2.6 0.0
H 2.837780 -2.462471 0.538515 2.1 -12.9 -6.0
H 3.140848 -1.738134 2.111214 -1.2 0.1 -3.1
H 3.002357 -0.345080 -0.596823 -4.9 2.6 -8.4
H 4.477375 -0.917845 0.123131 7.5 -2.3 -0.8
H 3.911632 0.560556 1.908573 -0.1 0.5 -0.8
H 2.358402 1.175143 0.974372 3.3 -1.2 -0.3
H 3.904356 1.981968 -0.860688 -0.2 0.9 -0.5
H 4.116259 2.750479 0.725771 -0.8 3.9 2.1
H 6.220587 0.904691 0.778016 -0.4 2.4 -1.3
H 6.258037 2.776697 0.005676 0.8 -1.3 0.6
H 7.057819 1.127810 -1.422998 10.8 -1.3 -1.5
H 5.664242 0.284291 -1.659946 0.0 -0.3 0.6
H 5.832349 1.935774 -2.236856 0.6 -1.3 2.2
```
Forces are in eV/Å.

No. 2
Here is a single C5H6Cl2O molecule from the OMol25 dataset. Energies are from ωB97M-V/def2-TZVPD.

Values from the calculation:
SMILES	CC(=O)/C(Cl)=C(/C)Cl
HOMO energy	-9.945	eV
E	-32370.74371	eV
net charge	0
orbital gap	9.26	eV

XYZ file:
```
14
Properties=species:S:1:pos:R:3:forces:R:3
C -0.814887 -2.306599 -0.130814 -0.3 0.1 2.2
C -0.646600 -0.702691 -0.112013 -0.4 -4.5 -1.7
C 0.563562 -0.247344 -0.041625 3.4 -1.5 0.6
C 1.048670 1.092677 -0.136772 3.5 2.6 -6.4
C 0.361057 2.261942 0.450084 -4.6 2.3 -0.2
H -1.862122 -2.229992 0.387964 1.8 -1.5 -0.7
H 0.122513 -2.745919 0.580027 -3.3 1.1 -1.9
H -0.882367 -3.001796 -1.089772 0.2 2.3 1.7
H -0.694818 2.069745 1.113930 3.0 0.1 -2.1
H 0.010512 3.090857 -0.496487 1.3 -2.6 3.0
H 0.977482 2.769019 1.173944 0.5 0.4 -0.1
O 1.917036 1.340767 -1.109661 -3.4 -1.2 5.0
Cl -2.074108 0.129070 -0.463678 -0.3 0.7 0.2
Cl 1.974071 -1.519738 -0.125130 -1.4 1.9 0.2
```
Forces are in eV/Å.

No. 3
Here is 2 unconnected molecules or ions with the total composition C20H30Cl3N3O6PS3 from the OMol25 dataset. Energies are from ωB97M-V/def2-TZVPD.

Values from the calculation:
HOMO energy	-11.552	eV
E	-117338.21357	eV
net charge	+1
orbital gap	7.26	eV

XYZ file:
```
66
Properties=species:S:1:pos:R:3:forces:R:3
C 1.102176 -2.857057 4.693352 -0.2 -0.6 0.4
C -0.057668 -3.809536 4.322175 1.1 0.1 -0.1
C -0.190029 -4.052008 2.818533 -1.0 0.4 -0.1
C -0.419576 -2.745536 2.009572 -0.1 -0.4 0.3
C -1.694687 -2.875550 1.138216 0.1 0.4 0.3
C -1.830006 -1.756997 0.132294 -0.2 -0.2 0.6
C -2.146157 -0.490908 0.617275 0.1 0.4 -0.4
O -2.338143 -0.349732 1.965147 -0.1 -0.1 -0.2
C -2.301942 0.618848 -0.224880 0.2 -0.3 -0.8
C -2.610622 1.997865 0.288306 0.2 0.0 0.7
C -1.696877 2.520451 1.431074 0.1 0.5 -0.4
C -0.374091 3.198701 0.979879 -0.1 -0.1 0.8
S 0.213855 2.639946 -0.620398 0.2 0.1 -0.6
C 1.709209 1.755901 -0.414518 0.2 0.0 1.0
S 2.464116 1.530097 1.018169 -0.3 -0.1 -0.1
N 2.198158 1.277087 -1.652375 0.0 -0.2 0.6
C 3.271021 2.142644 -2.188268 -0.4 0.6 -0.7
C 3.923358 1.410308 -3.355543 -0.3 0.5 0.0
O 4.705103 0.311689 -2.920455 -0.3 0.1 0.0
C 4.229502 -0.200857 -1.677515 0.3 -0.1 0.1
C 2.704657 -0.111042 -1.593209 0.2 -0.6 -0.8
C -2.166489 0.365041 -1.620406 0.0 0.7 0.8
S -2.408142 1.601416 -2.876782 -0.3 -0.1 -0.4
C -1.847019 -0.900163 -2.066772 -0.2 0.3 -0.6
N -1.742374 -1.094786 -3.466750 1.1 -0.7 0.5
C -0.655048 -0.781388 -3.964763 -1.0 1.3 0.1
O 0.281436 -0.327804 -4.455004 0.2 -0.7 -0.2
N -1.660917 -1.948363 -1.210757 0.3 0.5 -0.2
P -1.223544 -3.594836 -1.715416 -0.3 -2.4 -0.3
O -2.317392 -4.494311 -1.420526 -0.2 0.3 0.2
O 0.105847 -3.926323 -0.886270 -0.4 1.2 -0.6
O -0.834982 -3.693610 -3.245730 0.3 0.9 0.6
H 1.965609 -3.016474 4.043368 -0.1 0.2 -0.1
H 0.806243 -1.808196 4.731799 0.1 0.0 -0.3
H 1.438739 -3.126701 5.697752 0.0 0.2 0.0
H -0.981377 -3.431006 4.765410 -0.1 -0.1 -0.2
H 0.177817 -4.774122 4.778594 -0.3 0.0 0.1
H 0.636021 -4.639675 2.416876 0.1 0.1 0.1
H -1.099178 -4.648518 2.678151 0.2 -0.2 0.0
H -0.590485 -1.969788 2.758288 0.1 0.2 -0.2
H 0.456284 -2.448467 1.426460 0.0 -0.1 0.0
H -2.536711 -2.746734 1.824442 0.0 -0.1 -0.1
H -1.804384 -3.867099 0.711724 0.1 0.1 -0.1
H -1.487811 -0.116944 2.357514 -0.1 -0.1 0.3
H -2.571410 2.728865 -0.516109 -0.1 -0.2 0.0
H -3.649781 2.007125 0.636331 0.1 -0.2 0.1
H -2.274521 3.277594 1.965042 0.1 -0.1 0.0
H -1.430869 1.771544 2.166482 -0.2 -0.1 -0.1
H 0.374313 2.980159 1.745938 0.2 0.0 -0.3
H -0.475460 4.284020 0.973158 0.0 -0.1 -0.4
H 2.813494 3.063903 -2.561662 0.0 -0.1 0.0
H 3.994288 2.445306 -1.421630 0.0 -0.3 0.0
H 4.525140 2.120865 -3.925177 0.3 -0.2 0.2
H 3.123058 1.085755 -4.035332 0.1 -0.1 0.1
H 4.722071 0.325873 -0.855023 -0.2 0.0 0.1
H 4.559738 -1.240932 -1.634576 -0.1 0.0 0.0
H 2.314103 -0.687176 -0.753568 0.1 0.4 0.3
H 2.335436 -0.610661 -2.501736 0.0 0.0 0.1
H -1.819207 2.677621 -2.324785 0.0 -0.4 0.2
H 0.755301 -3.207694 -0.932760 0.3 -0.3 0.2
H 0.026339 -3.317698 -3.476799 0.0 -0.2 -0.2
C -2.160443 7.189547 -0.187168 0.1 0.1 0.2
Cl -2.745213 5.581086 -0.649402 -0.1 -0.1 -0.1
Cl -2.774481 7.634229 1.399804 0.0 0.0 -0.1
Cl -0.398154 7.231155 -0.215898 0.0 0.0 0.0
H -2.532426 7.901882 -0.911945 0.0 0.0 0.0
```
Forces are in eV/Å.